The following is a DFT calculation (ωB97M-V/def2-TZVPD) of an isolated ion of composition C5H9N2 and charge +1 in a non-equilibrium geometry.

The HOMO-LUMO gap is 10.488 eV. The SMILES is [H]/N=C(\C)C[NH+]=C=C. The LUMO energy comes out at -4.18 eV. The energy above the lowest of the compared OMol25 structures with the same formula, charge and spin comes out at 97.8 kcal/mol. The net charge is +1.

The geometry in XYZ format:
```
16
Properties=species:S:1:pos:R:3:forces:R:3
H 0.628 1.576 1.956 -0.98 0.33 -0.53
N 0.034 1.257 1.159 1.59 -0.48 -0.14
C 0.856 0.647 0.384 -0.67 -0.60 2.04
C 2.334 0.472 0.665 0.00 -0.66 -2.18
C 0.289 -0.133 -0.760 3.69 -2.76 -1.86
N -1.071 0.160 -1.023 1.49 3.70 -0.79
C -1.990 -0.476 -0.556 -3.69 -3.36 -0.09
C -2.946 -1.279 -0.211 1.03 0.11 1.38
H 2.533 0.628 1.728 0.40 0.25 -0.50
H 2.913 1.049 -0.117 -0.38 0.13 1.42
H 2.638 -0.548 0.332 -0.29 0.30 0.75
H 0.995 0.070 -1.611 -1.23 0.42 0.04
H 0.459 -1.308 -0.803 -0.60 2.30 1.08
H -1.241 1.160 -1.229 -0.08 -0.45 -0.20
H -3.402 -2.105 -0.824 0.42 1.26 0.69
H -3.030 -1.170 0.910 -0.70 -0.48 -1.12
```
Forces are in eV/Å.

Mulliken population analysis, charges in e, atoms 1 to 4: H 0.29; N -0.59; C 0.71; C -1.20

The following is a DFT calculation (ωB97M-V/def2-TZVPD) of C5H9N2O2 as an isolated structure in a non-equilibrium geometry.

The HOMO-LUMO gap is 10.749 eV. The LUMO energy comes out at -4.25 eV. The energy above the lowest of the compared OMol25 structures with the same formula, charge and spin comes out at 73.0 kcal/mol. The net charge is +1.

The geometry in XYZ format:
```
18
Properties=species:S:1:pos:R:3:forces:R:3
C -1.183 -0.386 -0.149 0.24 0.13 -0.13
C 1.433 -0.270 -0.173 -1.16 1.82 0.01
C -0.548 -1.728 0.032 -0.03 -0.29 0.04
C 0.955 -1.638 -0.235 -0.17 -1.19 -0.12
C -0.187 1.451 1.157 -0.23 0.40 0.33
N -0.190 1.421 -1.298 -0.15 0.27 -0.72
N -0.140 0.690 -0.100 1.36 -0.79 0.18
O -2.315 -0.109 -0.320 -0.18 0.08 0.01
O 2.383 0.381 -0.191 0.02 -0.20 0.05
H -0.763 -2.063 1.051 0.04 0.05 -0.02
H -1.045 -2.437 -0.634 0.05 0.07 0.08
H 1.191 -1.994 -1.247 0.07 0.07 0.09
H 1.548 -2.248 0.453 0.01 0.08 -0.09
H -1.204 1.812 1.329 0.08 0.02 -0.07
H 0.116 0.823 1.994 -0.03 -0.10 -0.02
H 0.496 2.297 1.090 0.03 -0.09 -0.06
H -1.094 1.877 -1.424 0.05 -0.16 0.22
H 0.547 2.121 -1.334 0.01 -0.16 0.22
```
Forces are in eV/Å.

Mulliken population analysis, charges in e, atoms 1 to 4: C 0.41; C 0.48; C -0.55; C -0.42